Entry 1:
CN2O2S2 | ωB97M-V/def2-TZVPD

Summary:
charge: 0
frontier orbital gap (spin up / spin down): 6.73 / 7.00 eV
highest occupied orbital energy (spin up / spin down): -0.384 / -0.396 Ha
ΔE to the lowest compared entry with this formula, charge and spin: 68.1 kcal/mol
lowest unoccupied orbital energy (spin up / spin down): -3.715 / -3.777 eV
multiplicity: 1

```
7
Properties=species:S:1:pos:R:3:lowdin_charge:R:1
C -2.98 0.16 0.20 -0.735
N -4.06 0.48 0.05 0.090
N 2.23 -0.15 -0.09 -0.808
O 1.53 -1.12 -0.37 -0.091
O 3.36 -0.19 0.34 0.055
S -1.36 -0.47 0.17 0.685
S 1.27 1.30 -0.31 0.803
```


Entry 2:
C6H8OS | ωB97M-V/def2-TZVPD

Summary:
charge: 0
SMILES: C[C@@H]1C=CS[C@H]1C=O
frontier orbital gap: 9.35 eV
highest occupied orbital energy: -0.316 Ha
ΔE to the lowest compared entry with this formula, charge and spin: 37.0 kcal/mol
lowest unoccupied orbital energy: 0.741 eV
multiplicity: 1

```
16
Properties=species:S:1:pos:R:3:lowdin_charge:R:1
C 0.48 -1.32 0.39 -0.155
C -0.49 -2.16 0.09 -0.453
C -2.52 0.97 0.28 -0.311
C 0.06 0.15 0.44 -0.344
C -1.40 0.13 -0.25 -0.467
C 0.85 1.10 -0.45 -0.091
O -3.28 1.74 -0.29 0.042
S -2.10 -1.59 -0.20 0.953
H 1.58 -1.54 0.59 0.140
H -0.17 -3.15 0.07 0.051
H -2.76 0.75 1.37 0.135
H 0.04 0.52 1.51 0.153
H -1.12 0.22 -1.24 0.069
H 1.24 0.60 -1.32 0.066
H 1.79 1.45 0.03 0.086
H 0.19 2.00 -0.83 0.126
```


Entry 3:
C13H39N5O5Ti | ωB97M-V/def2-TZVPD

Summary:
charge: +1
frontier orbital gap (spin up / spin down): 4.31 / 10.05 eV
highest occupied orbital energy (spin up / spin down): -0.232 / -0.446 Ha
ΔE to the lowest compared entry with this formula, charge and spin: 0.0 kcal/mol
lowest unoccupied orbital energy (spin up / spin down): -2.015 / -2.081 eV
multiplicity: 4

```
63
Properties=species:S:1:pos:R:3:lowdin_spin:R:1
Ti 0.75 0.02 0.55 2.544
C 3.95 1.02 -1.31 0.005
O 2.93 0.90 -0.68 0.023
N 4.53 2.09 -1.63 0.002
N 4.77 0.04 -1.60 0.002
H 4.11 3.01 -1.52 0.000
H 5.41 2.04 -2.12 0.000
H 4.31 -0.85 -1.72 0.000
H 5.63 0.21 -2.10 0.000
C -0.78 -1.32 3.70 0.007
C -1.97 -0.93 2.86 0.006
C -2.78 0.23 3.58 0.004
O -3.91 0.60 2.78 0.001
C -4.48 1.86 3.05 0.000
N -1.53 -0.56 1.52 0.059
H -0.99 -1.49 4.76 0.000
H -0.02 -0.55 3.74 0.004
H -0.39 -2.23 3.24 0.001
H -2.67 -1.77 2.78 0.000
H -2.13 1.08 3.75 0.004
H -3.19 -0.18 4.50 0.000
H -3.80 2.71 3.03 0.000
H -5.18 1.82 3.88 0.000
H -5.22 2.00 2.25 0.000
H -1.82 -1.21 0.80 0.008
H -2.06 0.29 1.38 0.011
C -2.35 2.53 -0.65 0.008
C -1.47 1.45 -1.34 0.016
C -1.67 1.22 -2.88 0.002
O -1.35 2.51 -3.30 0.001
C -1.17 2.54 -4.74 0.000
N -0.07 1.69 -0.99 0.046
H -3.39 2.22 -0.58 0.000
H -2.23 3.54 -1.06 0.001
H -2.01 2.68 0.37 0.009
H -1.80 0.51 -0.91 0.006
H -2.71 0.97 -3.12 0.000
H -0.91 0.56 -3.30 0.000
H -0.32 1.94 -5.06 0.000
H -1.23 3.58 -5.04 0.000
H -1.91 1.95 -5.30 0.000
H -0.03 2.66 -0.70 0.012
H 0.52 1.72 -1.81 0.004
C 0.20 -3.80 -1.83 0.004
C 0.56 -2.68 -0.83 0.018
C 1.96 -2.90 -0.18 0.004
O 2.13 -2.04 0.93 0.032
C 3.42 -2.14 1.53 0.004
N 0.49 -1.37 -1.49 0.031
H -0.68 -3.51 -2.42 0.000
H 0.06 -4.72 -1.27 0.000
H 1.01 -4.03 -2.52 0.001
H -0.15 -2.78 -0.01 0.007
H 2.71 -2.73 -0.96 0.000
H 1.96 -3.95 0.11 0.000
H 3.59 -1.36 2.27 0.002
H 4.24 -2.11 0.81 0.000
H 3.60 -3.12 1.96 0.000
H -0.43 -1.24 -1.89 0.004
H 1.04 -1.41 -2.33 0.003
O 1.63 0.79 2.65 0.079
H 0.92 1.16 3.17 0.017
H 2.40 0.83 3.22 0.003
```


Entry 4:
C2H10NO2 | ωB97M-V/def2-TZVPD

Summary:
charge: +2
frontier orbital gap (spin up / spin down): 12.90 / 6.00 eV
highest occupied orbital energy (spin up / spin down): -0.760 / -0.745 Ha
ΔE to the lowest compared entry with this formula, charge and spin: 10.8 kcal/mol
lowest unoccupied orbital energy (spin up / spin down): -7.785 / -14.263 eV
multiplicity: 2

```
15
Properties=species:S:1:pos:R:3:lowdin_spin:R:1
C -0.61 -0.55 -0.42 0.196
O -0.15 -0.22 -1.70 0.537
C 0.59 -1.25 0.18 0.007
N 1.74 -0.30 0.53 0.003
H -1.56 -1.14 -0.53 0.064
H -1.05 0.39 0.01 0.075
H -0.82 0.18 -2.30 0.003
H 0.45 -1.82 1.11 0.000
H 0.81 -2.09 -0.49 0.002
H 2.50 -0.99 0.63 0.000
H 1.57 0.27 1.35 0.000
H 2.04 0.19 -0.33 0.000
H -2.33 2.13 0.82 0.000
H -0.94 2.59 1.46 0.002
O -1.46 1.84 1.13 0.113
```


Entry 5:
C3H4N2O | ωB97M-V/def2-TZVPD

Summary:
charge: 0
frontier orbital gap: 8.25 eV
highest occupied orbital energy: -0.328 Ha
ΔE to the lowest compared entry with this formula, charge and spin: 104.4 kcal/mol
lowest unoccupied orbital energy: -0.665 eV
multiplicity: 1

```
10
Properties=species:S:1:pos:R:3:lowdin_charge:R:1
O 0.98 -1.19 -1.25 0.006
C 0.19 -0.64 -0.25 -0.480
C -1.16 -0.09 -0.51 0.050
C -1.14 1.00 0.39 -0.200
N 0.06 1.24 0.98 0.079
N 0.90 0.37 0.54 0.032
H 0.40 -1.28 -2.02 0.100
H -0.11 -1.40 0.51 0.175
H -1.94 1.68 0.62 0.079
H 1.81 0.30 0.97 0.160
```


Entry 6:
C4Cl2GaMnO4 | ωB97M-V/def2-TZVPD

Summary:
charge: +4
frontier orbital gap (spin up / spin down): 8.01 / 8.23 eV
highest occupied orbital energy (spin up / spin down): -1.099 / -1.098 Ha
ΔE to the lowest compared entry with this formula, charge and spin: 0.0 kcal/mol
lowest unoccupied orbital energy (spin up / spin down): -21.889 / -21.645 eV
multiplicity: 5

```
12
Properties=species:S:1:pos:R:3:lowdin_spin:R:1
Ga 0.45 0.63 -5.11 0.025
Mn 0.05 0.57 -2.41 3.617
Cl -1.46 1.37 -3.79 0.118
Cl 1.42 -0.84 -3.61 0.064
C -0.37 -0.69 -1.18 -0.032
C -0.16 1.43 -7.33 0.001
C 0.40 -0.62 -6.70 0.003
O -0.81 -1.27 -0.26 0.121
O -0.32 1.35 -8.47 0.000
O 0.71 -1.40 -7.49 0.000
O 0.03 2.69 -0.29 0.122
C 0.06 1.89 -1.16 -0.040
```


Entry 7:
C3H10NO | ωB97M-V/def2-TZVPD

Summary:
charge: +1
frontier orbital gap: 11.58 eV
highest occupied orbital energy: -0.600 Ha
ΔE to the lowest compared entry with this formula, charge and spin: 16.3 kcal/mol
lowest unoccupied orbital energy: -4.752 eV
multiplicity: 1

```
15
Properties=species:S:1:pos:R:3:lowdin_charge:R:1
C 0.80 1.81 -0.89 -0.076
C -0.09 1.02 0.05 -0.185
C 0.86 -1.05 -0.78 0.185
N -0.04 -0.44 -0.10 0.041
H 0.59 1.60 -1.94 0.094
H 1.86 1.65 -0.68 0.087
H 0.50 2.85 -0.80 0.098
H -1.17 1.21 -0.04 0.140
H 0.20 1.31 1.06 0.141
H 1.75 -0.49 -1.08 0.115
H 0.86 -2.13 -0.69 0.131
H -0.78 -1.11 0.17 0.118
H -2.46 -2.22 1.52 0.072
H -1.34 -2.07 2.56 0.078
O -1.54 -1.94 1.62 -0.037
```


Entry 8:
C14H14IIrN2O9P2Te4 | ωB97M-V/def2-TZVPD

Summary:
charge: -1
frontier orbital gap (spin up / spin down): 4.36 / 4.54 eV
highest occupied orbital energy (spin up / spin down): -0.135 / -0.144 Ha
ΔE to the lowest compared entry with this formula, charge and spin: 156.5 kcal/mol
lowest unoccupied orbital energy (spin up / spin down): 0.694 / 0.621 eV
multiplicity: 2

```
47
Properties=species:S:1:pos:R:3:lowdin_spin:R:1
Ir 0.79 -1.39 -0.03 -0.037
C -0.47 -1.18 4.34 0.000
C -0.80 0.02 3.51 -0.001
N -1.74 0.84 3.90 0.000
C -2.02 1.95 3.18 0.003
C -1.31 2.31 2.07 0.008
C -1.64 3.61 1.37 0.005
O -1.90 3.43 -0.02 0.005
C -0.32 1.43 1.59 0.006
C 0.38 1.68 0.37 0.001
N 1.14 0.81 -0.19 0.003
C 1.98 1.15 -1.27 0.000
C 1.71 2.20 -2.15 0.000
C 2.62 2.55 -3.13 0.000
C 3.81 1.85 -3.28 0.000
C 4.06 0.76 -2.45 0.000
C 3.15 0.42 -1.47 0.000
I 3.58 -1.21 -0.21 -0.006
C -0.05 0.24 2.31 0.000
O 0.83 -0.63 1.94 0.002
H -1.21 -1.30 5.13 0.000
H 0.53 -1.06 4.78 0.000
H -0.43 -2.07 3.72 0.000
H -2.87 2.54 3.51 0.001
H -0.79 4.29 1.45 0.000
H -2.51 4.04 1.86 0.002
H -2.86 3.50 -0.16 0.003
H 0.27 2.67 -0.06 0.000
H 0.77 2.72 -2.07 0.000
H 2.40 3.38 -3.79 0.000
H 4.52 2.13 -4.04 0.000
H 4.97 0.18 -2.57 0.000
O -1.52 -2.82 -3.70 0.008
P -0.27 -3.09 -2.72 0.003
O 0.58 -4.13 -3.32 0.001
O 0.28 -1.72 -2.31 0.008
O -1.12 -3.77 -1.42 0.018
P -0.18 -4.05 -0.11 0.003
O -0.36 -5.63 0.05 0.001
O 1.20 -3.62 -0.51 0.000
O -0.67 -3.45 1.18 0.014
H -1.47 -3.47 -4.42 0.000
H -0.07 -6.11 -0.74 0.000
Te -3.67 0.31 0.05 0.344
Te -5.22 2.38 0.82 0.442
Te -2.24 -1.94 0.58 0.083
Te -1.86 -0.80 -1.58 0.082
```